Molecular formula: C47H54BCaN9P2S3Se2
Method: DFT, the ωB97M-V functional and the def2-TZVPD basis

- Molar mass: 1111.97 Da
- Energy relative to the best compared isomer or geometry (same formula, charge and spin): 0.0 kcal per mole
- HOMO-LUMO gap: 7.8 eV
- E_LUMO: 0.5 eV
- E_HOMO: -0.2707 hartree

CARTESIAN COORDINATES (ANGSTROEM)
Ca -1.13175 1.09729 -0.64124
C 0.96841 7.05126 2.89888
C 0.34538 5.69025 2.57535
C -1.17633 5.77431 2.73098
C 0.95280 4.66952 3.55281
N 0.63877 5.38652 1.14439
C 1.00862 6.37282 0.24406
C 1.03901 5.81809 -0.97403
N 0.66292 4.48984 -0.87183
B 0.90827 3.60373 -2.12389
N -0.28535 3.43694 -3.09929
C 0.01494 3.34577 -4.44203
C -1.13037 3.23532 -5.12328
N -2.17349 3.27611 -4.20779
C -1.62942 3.37697 -2.95339
S -2.43414 3.39731 -1.45404
C -3.57304 3.18012 -4.71107
C -3.68904 4.10789 -5.92895
C -4.65019 3.61220 -3.71768
C -3.82159 1.72724 -5.12171
N 1.62733 2.26355 -1.70688
C 2.82602 2.38829 -1.03571
C 3.50450 1.24018 -1.16535
N 2.72575 0.35713 -1.89337
C 1.56014 0.99817 -2.21364
S 0.17079 0.37587 -3.00223
C 3.29639 -0.96298 -2.29917
C 2.25808 -2.06829 -2.48165
C 4.26116 -1.42144 -1.19918
C 4.05930 -0.73537 -3.60875
C 0.39853 4.22942 0.43966
S -0.13025 2.78178 1.13871
H 0.87581 7.23069 3.96756
H 0.46075 7.86641 2.38152
H 2.02856 7.06787 2.63931
H -1.43413 6.02310 3.76129
H -1.63258 4.82002 2.46997
H -1.57875 6.54300 2.06823
H 1.09989 5.15472 4.51875
H 1.92173 4.31715 3.19808
H 0.30840 3.81159 3.68979
H 1.24062 7.37980 0.53133
H 1.30109 6.25310 -1.92107
H 1.71376 4.21374 -2.78018
H 1.02923 3.32877 -4.79688
H -1.29239 3.11622 -6.17761
H -3.35696 5.11345 -5.66798
H -4.73051 4.16000 -6.24318
H -3.10638 3.75729 -6.78011
H -4.44009 4.59735 -3.30584
H -4.75337 2.91355 -2.89612
H -5.59876 3.65716 -4.25572
H -3.10582 1.39747 -5.87658
H -4.82750 1.62880 -5.53145
H -3.73198 1.07236 -4.25304
H 3.10778 3.29680 -0.53295
H 4.45058 0.95968 -0.74271
H 1.64595 -2.17467 -1.58358
H 2.79000 -3.00687 -2.65166
H 1.60061 -1.88416 -3.32072
H 3.81147 -1.32836 -0.21067
H 5.19596 -0.85951 -1.20920
H 4.51217 -2.46910 -1.36334
H 3.36893 -0.43681 -4.40007
H 4.56830 -1.65114 -3.91243
H 4.80323 0.05214 -3.47826
Se 3.96823 -2.21298 3.25123
P 1.95255 -2.73233 3.01111
C 1.81653 -4.47838 2.51541
C 1.20049 -4.83027 1.32291
C 1.24436 -6.13828 0.86571
C 1.91366 -7.10386 1.59983
C 2.54156 -6.75606 2.78911
C 2.50481 -5.44877 3.24278
C 1.07940 -2.48451 4.58207
C 0.82982 -1.16171 4.94437
C 0.31488 -0.87569 6.19709
C 0.06951 -1.90362 7.09855
C 0.32734 -3.21766 6.73869
C 0.82954 -3.51371 5.47966
C 1.07932 -1.72862 1.78403
C -0.15489 -1.61330 1.12322
N -0.05636 -0.53077 0.33607
N 1.14380 -0.00329 0.47176
N 1.84177 -0.70010 1.32056
P -1.83829 -2.22659 0.98327
Se -3.20256 -0.76109 1.64498
C -1.96767 -2.53652 -0.81327
C -1.15174 -3.45916 -1.46419
C -1.19960 -3.58321 -2.84301
C -2.06604 -2.79223 -3.58383
C -2.88500 -1.87668 -2.94220
C -2.83782 -1.74874 -1.56129
C -2.00403 -3.78900 1.88322
C -2.27213 -5.00142 1.25761
C -2.42604 -6.14774 2.02122
C -2.33583 -6.08048 3.40261
C -2.09276 -4.86592 4.02830
C -1.92462 -3.71792 3.27203
H 0.71072 -4.05873 0.75196
H 0.75843 -6.40554 -0.06590
H 1.96561 -8.12205 1.23591
H 3.07264 -7.50862 3.35799
H 3.03265 -5.16322 4.14418
H 1.04571 -0.36543 4.24077
H 0.11581 0.15086 6.47695
H -0.32149 -1.68000 8.08283
H 0.14033 -4.01873 7.44362
H 1.01194 -4.54224 5.19548
H -0.46834 -4.08424 -0.90751
H -0.54878 -4.29267 -3.33791
H -2.09567 -2.89148 -4.66125
H -3.56606 -1.26526 -3.52052
H -3.49097 -1.05211 -1.04702
H -2.37274 -5.05273 0.18155
H -2.61962 -7.09485 1.53401
H -2.46870 -6.97741 3.99429
H -2.03184 -4.81215 5.10638
H -1.75959 -2.76021 3.75139

Molecular formula: C3H6N2
Method: DFT, the ωB97M-V functional and the def2-TZVPD basis

- Molar mass: 70.09 Da
- Energy relative to the best compared isomer or geometry (same formula, charge and spin): 58.6 kcal per mole
- Net charge: +2
- SMILES string: [NH3+]CC1=[N+]=C1
- HOMO-LUMO gap: 9.6 eV
- E_LUMO: -12.6 eV
- E_HOMO: -0.8190 hartree

CARTESIAN COORDINATES (ANGSTROEM)
N 0.58289 -1.25169 -0.50495
C 0.52148 -0.18501 0.51723
C -0.29108 0.89900 -0.06256
N -0.89924 1.15278 -1.18405
C -1.24899 1.81353 0.46115
H 0.98789 -0.79328 -1.41609
H -0.29827 -1.80209 -0.63584
H 1.30596 -1.96144 -0.16677
H -0.05544 -0.60628 1.47429
H 1.55640 0.08699 0.84811
H -2.16159 2.64749 0.66948

Molecular formula: C19H20N8O8S2W
Method: DFT, the ωB97M-V functional and the def2-TZVPD basis

- Molar mass: 736.39 Da
- Energy relative to the best compared isomer or geometry (same formula, charge and spin): 14.6 kcal per mole
- Spin multiplicity: 3
- HOMO-LUMO gap (alpha / beta): 6.8 / 7.8 eV
- ⟨S²⟩: 2.01
- E_LUMO (alpha / beta): -0.6 / -0.8 eV
- E_HOMO (alpha / beta): -0.2699 / -0.3143 hartree

CARTESIAN COORDINATES (ANGSTROEM)
W 0.57727 0.42384 1.29678
N 2.85743 0.33712 0.97734
C 3.65525 0.27428 2.22679
C 2.80231 0.64653 3.41923
O 3.31517 0.79734 4.51656
N 1.50342 0.83282 3.11250
C 0.64561 1.39522 4.13375
C -0.38659 2.22414 3.40407
O -1.08943 3.05654 3.90986
O -0.43949 1.93896 2.09950
H 3.02897 -0.47419 0.38865
H 3.14912 1.13666 0.42592
H 4.49424 0.96676 2.18086
H 4.04729 -0.73037 2.36642
H 1.20891 2.00672 4.83701
H 0.13186 0.61676 4.70567
N -3.87484 1.27115 -5.27247
C -2.81023 0.82345 -4.51760
C -3.03232 0.22068 -3.27490
C -1.97773 -0.27154 -2.53632
C -0.68407 -0.16053 -3.03498
C -0.44493 0.43255 -4.27193
C -1.50322 0.92078 -5.00910
S 0.65769 -0.80655 -2.13948
O 0.21429 -2.03900 -1.51081
O 1.80736 -0.85312 -2.98705
N 0.94637 0.21522 -0.89398
C 1.12598 1.53589 -1.13807
N 1.26398 2.15402 -2.30288
C 1.31615 3.47912 -2.24599
C 1.22680 4.21972 -1.06995
C 1.10978 3.49536 0.09991
N 1.10730 2.17193 0.05621
H -4.73739 1.44562 -4.78592
H -3.67234 1.93311 -6.00158
H -4.04181 0.14075 -2.89075
H -2.14600 -0.71457 -1.56587
H 0.56867 0.50307 -4.63798
H -1.32768 1.37615 -5.97608
H 1.42657 3.98138 -3.20148
H 1.23774 5.29772 -1.06858
H 1.00801 3.94894 1.07825
S 1.60562 -1.97590 1.45157
C 0.35815 -3.13511 1.65681
N -0.64436 -3.19168 0.76701
C -1.69653 -4.01927 0.86591
C -1.77203 -4.90907 1.89867
C -0.73599 -4.91333 2.83695
C 0.31709 -4.03775 2.72594
H -0.56250 -2.56430 -0.04684
H -2.44778 -3.92392 0.09724
H -2.61792 -5.57369 1.98092
H -0.77471 -5.59963 3.67312
H 1.10817 -3.99917 3.45933
O -2.64597 -1.34134 1.39836
N -1.80965 -0.45625 1.54434
O -1.25188 0.14741 0.42955
O -0.69516 -0.67746 2.35955

Molecular formula: C4H10NO
Method: DFT, the ωB97M-V functional and the def2-TZVPD basis

- Molar mass: 88.13 Da
- Energy relative to the best compared isomer or geometry (same formula, charge and spin): 22.3 kcal per mole
- Net charge: +1
- HOMO-LUMO gap: 9.4 eV
- E_LUMO: -4.9 eV
- E_HOMO: -0.5255 hartree

CARTESIAN COORDINATES (ANGSTROEM)
C 1.84273 0.19064 1.34974
C 0.93901 -0.17401 0.23071
C 1.28645 -0.81577 -0.88542
C -0.91784 0.93849 1.26670
N -0.42876 0.24263 0.31733
H 1.99719 1.27026 1.39544
H 2.81172 -0.28017 1.26844
H 1.42859 -0.09752 2.31430
H 0.61421 -0.88911 -1.71658
H 2.26990 -1.24409 -0.91098
H -1.91448 1.34151 1.19568
H -0.36793 1.21018 2.16023
H -0.97128 0.20982 -0.56512
H -2.14682 0.27742 -2.57613
H -2.78912 -0.98404 -1.97296
O -2.07592 -0.33972 -1.83735

Molecular formula: C3H4IrO4
Method: DFT, the ωB97M-V functional and the def2-TZVPD basis

- Molar mass: 296.28 Da
- Energy relative to the best compared isomer or geometry (same formula, charge and spin): 24.4 kcal per mole
- Spin multiplicity: 6
- HOMO-LUMO gap (alpha / beta): 7.2 / 7.0 eV
- ⟨S²⟩: 8.78
- E_LUMO (alpha / beta): -0.1 / -2.9 eV
- E_HOMO (alpha / beta): -0.2707 / -0.3652 hartree

CARTESIAN COORDINATES (ANGSTROEM)
C -1.48811 0.31285 -0.02455
C -0.29388 -0.01377 -0.60537
O 0.70127 0.91898 -0.86415
C 2.00792 0.52465 -0.62395
O 2.86593 1.32195 -0.98309
O 2.16537 -0.54272 0.03921
O -2.42019 -0.65066 0.14568
Ir 1.07667 -1.70384 1.16030
H -1.49942 1.13401 0.69786
H -0.29863 -0.85806 -1.30652
H -3.01857 -0.42319 0.86344
H 0.20164 -0.02021 1.50114

Molecular formula: C17H18BrF5NO4STeV
Method: DFT, the ωB97M-V functional and the def2-TZVPD basis

- Molar mass: 685.84 Da
- Spin multiplicity: 2
- Net charge: +1
- HOMO-LUMO gap (alpha / beta): 7.6 / 4.1 eV
- ⟨S²⟩: 0.77
- E_LUMO (alpha / beta): -4.6 / -8.1 eV
- E_HOMO (alpha / beta): -0.4485 / -0.4485 hartree

CARTESIAN COORDINATES (ANGSTROEM)
V -0.25274 -0.45092 -0.24494
C -0.49309 0.04801 4.26560
C 0.48773 1.05820 3.67862
C 1.87457 0.42628 3.55248
C -0.00995 1.69865 2.39152
C -1.20115 1.30170 1.76703
C -1.75996 2.04830 0.72155
C -1.14228 3.18392 0.22555
C -1.72724 3.96789 -0.91080
C 0.06999 3.56321 0.82137
C 0.62289 2.83598 1.87606
H -0.09808 -0.33864 5.20399
H -0.63038 -0.80374 3.59496
H -1.46890 0.49004 4.47318
H 0.56734 1.89243 4.38493
H 1.85187 -0.43355 2.88133
H 2.20276 0.07931 4.53210
H 2.61845 1.12486 3.17304
H -1.78204 0.49049 2.18889
H -2.72434 1.74859 0.32889
H -1.47484 5.02418 -0.83044
H -2.81181 3.87339 -0.93459
H -1.33367 3.60844 -1.86368
H 0.56941 4.45644 0.46389
H 1.53973 3.18583 2.33521
Br -3.16342 -7.56541 -1.71470
C -2.29477 -6.18301 -0.88622
C -1.20846 -6.46793 -0.02067
C -0.57812 -5.43009 0.59467
C -1.02155 -4.10241 0.37385
C -2.09195 -3.82430 -0.50528
C -2.72896 -4.85231 -1.13427
C -0.26516 -2.98376 1.06723
O 0.77946 -3.23538 1.60751
O -0.85801 -1.81577 0.99093
H -0.90260 -7.49406 0.12629
H 0.26532 -5.58066 1.25448
H -2.38477 -2.79791 -0.67804
H -3.54942 -4.68338 -1.81741
O 0.06963 -2.16425 -3.24910
S 1.07832 -1.19819 -2.90897
N 1.02591 -1.05462 -1.20590
F 1.10279 2.89730 -2.06507
Te 1.57422 1.60819 -0.75193
F 2.82334 0.97606 -1.95251
F 2.45716 0.55718 0.59242
F 2.75848 2.89428 -0.15379
F 0.42753 0.27215 -3.18369
O -1.41407 -0.16469 -1.25594

The calculation returns the following energy values, one per record and in order: -263926.05749; -6163.09587; -71823.89700; -7840.34971; -14195.90671; -155039.64929 eV.